# 1
The following is a quantum chemistry calculation of C43H44N10O5PSSbSe4Ti as an isolated structure at a distorted geometry, from the Open Molecules 2025 dataset.

Each line ends with the Löwdin spin population.
Atoms and positions in Å:
Ti: -0.58097 1.10923 0.27898  1.01
C: -4.32308 1.51144 2.69582  0.00
C: -3.14879 1.83219 1.98596  0.01
N: -2.35866 0.88785 1.51852  0.01
C: -2.73217 -0.38476 1.84824  0.00
C: -3.84835 -0.67021 2.54277  0.00
N: -4.68980 0.27390 3.03902  0.00
C: -1.92704 -1.46421 1.18593  0.00
C: -1.80688 -2.68651 1.72790  0.00
C: -0.97768 -3.60687 1.10825  0.00
C: -0.43260 -3.24716 -0.17740  0.00
C: -0.72119 -1.98577 -0.71462  0.00
N: -1.34766 -1.08079 0.03625  0.01
C: -0.43439 -1.67030 -2.13298  0.00
C: 0.59372 -2.10496 -2.89407  0.00
N: 0.55925 -1.85080 -4.25982  0.00
C: -0.27281 -0.96960 -4.68840  0.00
C: -1.17088 -0.18838 -3.84342  0.00
N: -1.42000 -0.92680 -2.64548  0.00
C: -0.64426 -4.91450 1.77614  0.00
C: -1.65334 -5.46846 2.65078  0.00
C: -1.33277 -6.62877 3.36238  0.00
N: -0.24312 -7.38889 3.16195  0.00
C: 0.62056 -6.88742 2.34291  0.00
C: 0.51544 -5.63074 1.61367  0.00
H: -4.88687 2.32978 3.13165  0.00
H: -2.88122 2.88785 1.76886  0.00
H: -4.21580 -1.65556 2.68290  0.00
H: -2.17545 -2.88431 2.81558  0.00
H: 0.02137 -4.02715 -0.76067  0.00
H: 1.34791 -2.71285 -2.39686  0.00
H: -0.23159 -0.81379 -5.77604  0.00
H: -2.09569 -0.66169 -1.97620  0.00
H: -2.70564 -5.09994 2.75535  0.00
H: -1.98416 -6.94775 4.18526  0.00
H: 1.53386 -7.48774 2.12327  0.00
H: 1.36285 -5.42707 0.94215  0.00
O: -3.81913 2.92889 -1.96511  0.00
S: -3.01183 1.69256 -1.98292  0.00
O: -3.46362 0.61737 -1.13069  0.00
N: -1.46837 1.92583 -1.63443  0.00
C: -0.73171 3.02977 -2.06697  0.00
C: -0.40503 3.30903 -3.34226  0.00
C: 0.44743 4.35630 -3.63185  0.00
C: 0.86577 5.24070 -2.67266  0.00
C: 0.55766 4.98118 -1.30561  0.00
C: 0.88451 5.77097 -0.14411  0.01
C: 0.50740 5.38209 1.11721  0.00
C: -0.05030 4.07935 1.29632  0.01
N: -0.45384 3.36500 0.22211  0.01
C: -0.26469 3.83790 -1.01303  0.01
C: -3.34842 1.08840 -3.71635  0.00
C: -4.50046 1.64249 -4.32234  0.00
C: -4.76939 1.28185 -5.62639  0.00
C: -3.92914 0.45680 -6.37475  0.00
C: -2.81261 -0.02460 -5.75174  0.00
C: -2.47953 0.27444 -4.41787  0.00
H: -0.80702 2.67905 -4.13111  0.00
H: 0.62961 4.54604 -4.67776  0.00
H: 1.38138 6.18953 -2.82325  0.00
H: 1.52036 6.63993 -0.30583  0.00
H: 0.84767 5.95241 1.95045  0.00
H: -0.15434 3.65640 2.25198  0.00
H: -5.10484 2.34707 -3.75878  0.00
H: -5.64166 1.70682 -6.16143  0.00
H: -4.19166 0.08191 -7.28701  0.00
H: -2.24504 -0.84188 -6.29264  0.00
H: -0.63191 0.80151 -3.66943  0.00
Se: 2.35126 4.15390 3.96572  0.00
Sb: 2.23062 1.77569 4.37419  0.00
Se: 0.90526 0.95487 2.07685  -0.08
Se: 0.33728 0.84653 5.71897  -0.01
Se: 4.21185 0.55747 3.79449  0.00
C: 3.65236 -1.88864 1.06650  0.00
C: 3.63021 -0.49337 0.56780  0.00
O: 2.53479 -0.44524 -0.45894  0.00
P: 1.83481 0.93424 -0.83846  0.01
O: 3.09522 1.91695 -0.67577  0.00
C: 3.23874 2.97727 0.28778  0.00
C: 3.94579 4.14002 -0.28589  0.00
O: 1.88949 0.76679 -2.49865  0.00
C: 3.11510 0.62939 -3.27325  0.00
C: 3.61740 1.99533 -3.85734  0.00
H: 2.64219 -2.28247 1.13312  0.00
H: 3.96689 -1.83642 2.13693  0.00
H: 4.20256 -2.58000 0.45714  0.00
H: 4.56661 -0.16850 0.08597  0.00
H: 3.44705 0.12805 1.46373  0.00
H: 3.79129 2.74333 1.22244  0.00
H: 2.28192 3.38697 0.60250  0.00
H: 5.04640 3.92498 -0.42295  0.00
H: 3.75915 4.97409 0.31469  0.00
H: 3.50675 4.40176 -1.24887  0.00
H: 2.88027 -0.11860 -4.04981  0.00
H: 3.98020 0.25085 -2.63240  0.00
H: 2.82242 2.54756 -4.34757  0.00
H: 4.49952 1.90131 -4.51909  0.00
H: 3.85192 2.76206 -3.07211  0.00
C: -1.44086 -3.01561 6.46272  0.00
C: -0.19798 -3.52824 5.74897  0.00
N: 0.11914 -4.74378 5.60926  0.00
C: 1.24474 -4.74405 4.78767  0.00
C: 1.57508 -3.46410 4.40926  0.00
N: 0.64393 -2.69845 5.05756  0.00
H: -1.83845 -2.16856 5.86454  0.00
H: -1.19614 -2.72790 7.46531  0.00
H: -2.22134 -3.74237 6.51394  0.00
H: 1.81172 -5.60928 4.51307  0.00
H: 2.39241 -3.09831 3.80411  0.00
H: 0.60303 -1.66916 5.02961  0.00

Forces on atoms 1 to 3 (eV/Å):
Ti 0.520 0.382 -0.314
C 0.232 0.013 1.166
C -0.224 0.596 -0.238

## Properties
- LUMO energy (alpha / beta) (Eh) = 0.0234 / 0.0243
- net charge = -1
- HOMO energy (alpha / beta) (eV) = -4.8382 / -4.8486
- frontier orbital gap (alpha / beta) (eV) = 5.47 / 5.51
- multiplicity = 2
- relative energy (zero: lowest compared OMol25 entry of this formula, charge and spin) (eV) = 1.325

# 2
The following is a quantum chemistry calculation of C43H45As2ClOSiY as an isolated structure at a distorted geometry, from the Open Molecules 2025 dataset.

Each line ends with the Mulliken charge.
Atoms and positions in Å:
Y: 0.79919 -1.01496 -1.01294  -0.53
C: -1.88474 -2.43837 1.10133  -1.27
C: -2.60899 -1.31016 0.36657  -1.05
As: -1.97790 -0.89870 -1.48364  1.47
C: -3.28208 0.50349 -1.95244  0.20
C: -2.91316 1.43733 -2.91952  -0.43
C: -3.79828 2.42890 -3.30715  -0.66
C: -5.05950 2.49795 -2.73422  -0.59
C: -5.43704 1.56369 -1.78285  -0.76
C: -4.55573 0.57156 -1.39294  -0.19
C: -2.76756 -2.40984 -2.45293  0.72
C: -2.17519 -3.66539 -2.34245  -0.21
C: -2.64578 -4.72822 -3.09440  -0.95
C: -3.71200 -4.54994 -3.96133  -0.53
C: -4.32103 -3.30955 -4.06106  -0.83
C: -3.84085 -2.23975 -3.32528  -0.41
As: 0.10281 -2.30941 1.31719  2.06
C: 0.26679 -4.04301 2.25043  0.17
C: 1.15388 -5.02281 1.81559  -0.36
C: 1.22389 -6.23946 2.48034  -0.71
C: 0.41183 -6.48384 3.57367  -0.46
C: -0.46100 -5.50618 4.02244  -0.77
C: -0.53163 -4.28949 3.36953  -0.05
C: 0.28806 -1.08185 2.82233  0.53
C: -0.11565 0.23880 2.66307  0.62
C: 0.14509 1.17728 3.64555  -0.83
C: 0.86039 0.81279 4.77414  -0.46
C: 1.29837 -0.49125 4.92562  -1.07
C: 1.01170 -1.43833 3.95696  -0.74
H: -2.05946 -3.39373 0.58401  0.47
H: -2.32715 -2.54295 2.10314  0.53
H: -2.53572 -0.37329 0.93570  0.54
H: -3.67336 -1.58040 0.30701  0.67
H: -1.91844 1.38679 -3.35433  0.35
H: -3.50602 3.14924 -4.05595  0.45
H: -5.74807 3.27422 -3.02983  0.40
H: -6.42361 1.60624 -1.34399  0.43
H: -4.87428 -0.15746 -0.65622  0.30
H: -1.33473 -3.81564 -1.66558  0.16
H: -2.17537 -5.69786 -3.01349  0.44
H: -4.05811 -5.37228 -4.56783  0.39
H: -5.16246 -3.17536 -4.72373  0.43
H: -4.29342 -1.26101 -3.43367  0.38
H: 1.78619 -4.83329 0.95474  0.29
H: 1.91623 -6.99488 2.14018  0.42
H: 0.46275 -7.43499 4.08262  0.41
H: -1.08657 -5.68935 4.88464  0.41
H: -1.19484 -3.51465 3.73989  0.26
H: -0.62116 0.54027 1.74980  -0.42
H: -0.19071 2.19574 3.52075  0.40
H: 1.10082 1.55055 5.52339  0.43
H: 1.87764 -0.77079 5.79228  0.43
H: 1.36703 -2.45905 4.06629  0.46
Cl: 1.42049 -3.70591 -1.68564  -0.15
C: 1.68194 -2.21157 -2.69965  -0.96
H: 1.10912 -2.39827 -3.62087  0.46
H: 2.74533 -2.24886 -2.96486  0.50
C: 0.11526 4.60978 0.35531  -1.78
C: 0.05888 3.37479 -0.53383  2.71
C: -1.17034 2.55871 -0.13332  -0.95
C: -0.08535 3.79705 -1.99688  -2.03
Si: 1.65982 2.28714 -0.45920  -0.53
O: 1.21085 0.88432 -1.08448  -0.13
C: 2.46274 1.93052 1.23290  0.87
C: 2.89042 2.93556 2.09282  -0.48
C: 3.64143 2.64726 3.21775  -0.75
C: 3.98528 1.33688 3.50360  -0.75
C: 3.58875 0.31943 2.65144  -0.70
C: 2.83717 0.62488 1.53171  0.34
C: 3.08080 3.03732 -1.46601  0.85
C: 3.57057 4.32145 -1.24838  -0.32
C: 4.63633 4.81286 -1.98121  -0.62
C: 5.23996 4.02100 -2.94247  -0.56
C: 4.78049 2.73269 -3.15786  -0.59
C: 3.71246 2.25281 -2.42379  -0.35
H: -0.79005 5.20482 0.23110  0.48
H: 0.96475 5.23657 0.10293  0.35
H: 0.19786 4.32695 1.40281  0.31
H: -2.08281 3.02813 -0.50226  0.69
H: -1.23850 2.47919 0.94919  0.23
H: -1.11338 1.55501 -0.57041  -0.67
H: -1.02037 4.33880 -2.15169  0.48
H: -0.07870 2.92233 -2.64478  0.37
H: 0.74018 4.44071 -2.29579  0.47
H: 2.64451 3.96247 1.86666  0.36
H: 3.97901 3.44608 3.86258  0.43
H: 4.57455 1.11100 4.37630  0.44
H: 3.88771 -0.70050 2.84872  0.48
H: 2.55990 -0.18689 0.83596  -0.08
H: 3.12517 4.94867 -0.49007  0.07
H: 4.99775 5.81701 -1.80457  0.43
H: 6.06875 4.40404 -3.51902  0.39
H: 5.25410 2.10597 -3.90019  0.42
H: 3.35607 1.24243 -2.58599  0.31

Forces on atoms 1 to 3 (eV/Å):
Y 0.633 -0.814 -0.456
C -0.134 -0.132 -0.140
C -0.011 0.171 0.139

## Properties
- LUMO energy (Eh) = -0.1051
- net charge = +1
- HOMO energy (eV) = -10.9189
- frontier orbital gap (eV) = 8.06
- relative energy (zero: lowest compared OMol25 entry of this formula, charge and spin) (eV) = 1.433

E: -381611.0808 -190486.3216 (eV)